Formula: C15H12FeN2O5
Source: the OMol25 dataset
Level of theory: wB97M-V/def2-TZVPD

Geometry (Å):
Fe -0.08505 -0.08193 -3.44626
O -0.64042 2.79680 -3.34982
C -0.54166 1.65288 -3.52663
C 1.59160 -0.79554 -3.59970
O 2.67027 -1.07329 -3.28139
C -1.50112 -1.13274 -3.47371
O -2.35992 -1.89874 -3.36329
C -0.21824 -0.05257 -5.18342
O -0.19446 -0.05312 -6.34252
C -1.11692 0.73343 2.97449
N -1.08264 0.63403 1.53387
N -0.00502 0.26858 0.79162
C -0.32911 0.38334 -0.53465
O 0.48278 -0.02281 -1.42809
C -1.65736 0.91657 -0.57825
C -2.06107 1.07807 0.72165
C -3.34360 1.62816 1.19828
C 1.15955 -0.40877 1.27085
C 1.08047 -1.33765 2.30846
C 2.22732 -2.03902 2.68789
C 3.42383 -1.83810 1.99748
C 3.48926 -0.94765 0.92456
C 2.34947 -0.23761 0.55474
H -0.14728 0.45474 3.37622
H -1.90794 0.07869 3.37295
H -1.33037 1.77443 3.25411
H -2.20687 1.12030 -1.47583
H -3.92966 0.93433 1.81044
H -3.24657 2.54200 1.79562
H -3.95560 1.88248 0.32095
H 0.12202 -1.50460 2.79734
H 2.16401 -2.72941 3.52385
H 4.31201 -2.37337 2.29851
H 4.41148 -0.78728 0.36700
H 2.37683 0.43536 -0.29729

Computed properties:
E_HOMO (spin up / spin down) = -0.648 / -0.730 Ha
net charge = +3
M = 356.11 g/mol
2S+1 = 6
LUMO energy (spin up / spin down) = -0.399 / -0.551 hartree
orbital gap (spin up / spin down) = 6.79 / 4.85 eV

Formula: C5H7BrO2S
Source: the OMol25 dataset
Level of theory: wB97M-V/def2-TZVPD

Geometry (Å):
C -0.26097 -0.52468 2.18592
C -1.40379 -0.38790 1.51283
C 1.08067 -0.29288 1.66903
C 0.40642 0.54892 -0.96405
C -0.65183 0.42057 -1.96215
O 0.19071 -1.90941 -0.40392
O 2.37270 -0.83559 -0.45044
S 1.04605 -0.81170 -0.07218
Br -3.19602 -0.70314 1.72906
H -0.22116 -0.89555 3.26706
H 1.27507 0.83190 1.54040
H 1.77338 -0.94628 2.27595
H 0.75674 1.51669 -0.78602
H -0.12219 -0.21292 -2.75703
H -0.87376 1.39237 -2.43048
H -1.48732 -0.20920 -1.67061

Computed properties:
E_HOMO (spin up / spin down) = -0.323 / -0.334 Ha
M = 211.08 g/mol
LUMO energy (spin up / spin down) = -0.036 / -0.019 hartree
orbital gap (spin up / spin down) = 7.79 / 8.55 eV

Formula: C16H29CeClNTi
Source: the OMol25 dataset
Level of theory: wB97M-V/def2-TZVPD

Geometry (Å):
Ce -0.01320 1.09841 -0.46693
Cl 0.27133 2.18300 -2.93182
C 2.07222 1.73959 0.06580
H 2.46405 1.00440 0.78874
H 2.07305 2.76547 0.46829
H 2.61809 1.69407 -0.89580
Ti -1.53886 3.98395 -1.99287
C -3.32860 3.45756 -2.86984
C -0.93990 5.93782 -2.20426
C -1.90846 3.85955 -0.10675
H -0.81541 6.30597 -1.16581
H 0.02949 5.95912 -2.73705
H -1.69668 6.53581 -2.74030
H -3.98558 3.00254 -2.10386
H -3.80646 4.34912 -3.31543
H -3.09908 2.71611 -3.66207
H -1.09245 4.04347 0.62167
H -2.67462 3.17086 0.28186
C 1.75487 -5.26649 1.09336
C 1.41501 -4.02233 0.34687
C 1.78658 -3.86344 -0.99961
C 1.43238 -2.75055 -1.73582
C 1.85148 -2.61039 -3.17430
C 0.65461 -1.74967 -1.12840
C 0.37163 -1.82869 0.26446
C 0.70972 -2.99172 0.98897
N -0.16826 -0.68076 0.86875
C -0.53214 -0.48630 2.28467
C -1.64710 -1.46708 2.65418
C 0.70022 -0.63451 3.18480
C -1.05788 0.94410 2.41566
H 1.27466 -6.14374 0.63451
H 2.83945 -5.44612 1.08243
H 1.42337 -5.20000 2.13627
H 2.35954 -4.66988 -1.47319
H 2.93869 -2.74895 -3.28169
H 1.37048 -3.37199 -3.80829
H 1.59270 -1.62510 -3.57465
H 0.23326 -0.96333 -1.78166
H 0.44478 -3.07884 2.04253
H -1.33045 -2.50197 2.53115
H -1.93435 -1.30196 3.70087
H -2.52062 -1.28695 2.01423
H 1.45597 0.12134 2.92687
H 0.38883 -0.47726 4.22721
H 1.15119 -1.62207 3.09543
H -0.27135 1.69481 2.20690
H -1.93439 1.12072 1.77155
H -1.38182 1.10230 3.45241

Computed properties:
E_HOMO (spin up / spin down) = -0.277 / -0.278 Ha
M = 458.85 g/mol
2S+1 = 2
LUMO energy (spin up / spin down) = 0.003 / 0.003 hartree
orbital gap (spin up / spin down) = 7.63 / 7.65 eV

Q: What is the M in the third record?
A: 458.85 g/mol

Q: Look up the M of the third one.
A: 458.85 g/mol

Q: Among the records above, which one has the highest M?
A: C16H29CeClNTi